Entry from the Open Molecules 2025 dataset: 21 unconnected molecules or ions with the total composition C28H36Cl60F3N4O2S (ωB97M-V with the def2-TZVPD basis set).

```
134
Properties=species:S:1:pos:R:3:forces:R:3
N -2.0257 3.7982 1.4919 0.794 0.408 -0.973
C -0.9123 3.7167 0.4767 -0.482 -1.118 0.828
C -0.7219 2.1552 0.1337 2.155 0.692 -0.991
C 0.8434 1.8137 0.3345 -0.212 -0.420 0.616
C 1.1780 1.6728 1.9247 0.222 -0.568 -1.662
C 2.6571 2.2331 2.1389 -0.709 1.200 -0.935
N 3.1729 2.0489 3.5646 -1.675 -2.602 0.187
C 2.2731 1.0090 4.1185 1.136 1.010 0.409
N 1.6631 1.2711 5.2508 1.036 -0.618 -1.763
N 2.1168 -0.2039 3.3039 -1.170 0.583 2.171
S 1.8028 -1.6134 4.2479 -2.210 -2.312 5.284
O 2.4551 -1.5812 5.6153 -1.228 0.822 -4.514
O 0.3515 -2.0063 4.3015 3.791 2.027 -1.081
C 2.6644 -3.0388 3.3404 2.035 -1.464 -0.937
F 3.5679 -2.4570 2.4439 -2.145 -1.510 1.379
F 1.7216 -3.8630 2.7284 2.592 2.171 1.407
F 3.4450 -3.7743 4.2527 -2.369 1.729 -2.197
C 1.0318 0.0979 2.3097 -1.011 1.249 -1.640
H -2.7979 3.2268 1.1170 0.558 0.477 0.680
H -1.6729 3.4070 2.3766 -0.709 0.336 -1.260
H -1.1391 4.2975 -0.4714 0.143 -0.700 1.660
H 0.0453 4.1398 0.9571 -1.411 -0.488 -0.801
H -0.9404 1.9697 -0.9759 -0.024 0.076 1.671
H -1.3532 1.5006 0.8193 0.724 0.817 -1.064
H 1.5353 2.6298 -0.0520 -1.164 -0.852 0.171
H 1.1254 0.8452 -0.2048 -0.276 1.326 0.778
H 0.3734 2.2801 2.4558 1.443 -0.778 -0.345
H 3.3625 1.8112 1.3516 -0.877 0.243 1.160
H 2.6263 3.3685 1.9661 -0.004 -1.690 0.212
H 4.1052 1.6024 3.4928 -0.529 0.308 0.201
H 0.9402 0.6715 5.6869 0.661 0.237 -0.213
H 1.9745 2.1121 5.7737 -0.466 -0.434 -0.360
H -0.0268 -0.0210 2.7051 1.440 -0.232 -0.039
H 1.1361 -0.5794 1.3965 0.137 0.965 1.323
C 6.7100 -2.8480 5.9132 0.129 -0.147 -0.080
Cl 7.9631 -3.6558 4.9632 -0.221 0.110 0.070
Cl 6.6603 -3.4962 7.5587 -0.067 0.084 -0.106
Cl 6.9824 -1.0992 5.9433 -0.092 -0.052 -0.019
H 5.7482 -3.0366 5.4419 0.163 0.041 0.126
C -1.4608 4.1079 5.4958 -0.287 0.670 0.130
Cl 0.0804 4.9601 5.6687 -0.511 0.391 -0.751
Cl -2.7395 5.2282 5.0197 0.235 -0.287 0.058
Cl -1.3159 2.7866 4.3248 0.116 -0.494 0.840
H -1.7235 3.6769 6.4574 0.084 0.010 -0.223
C -0.9398 -4.5807 4.5942 0.200 -0.339 -0.174
Cl 0.0158 -5.6845 5.5919 -0.053 0.154 -0.049
Cl -1.3264 -5.3247 3.0371 -0.016 0.112 0.131
Cl -2.4203 -4.1009 5.4388 -0.035 -0.236 -0.421
H -0.3478 -3.6871 4.4093 -0.412 -0.474 0.119
C -1.5949 -0.4693 -3.1602 -0.224 0.163 -0.103
Cl -0.4653 -0.7772 -1.8310 0.022 -0.189 -0.063
Cl -3.1763 0.0071 -2.5330 0.246 0.118 0.115
Cl -0.9509 0.7727 -4.2406 0.102 -0.287 0.647
H -1.7151 -1.3880 -3.7246 0.061 0.154 0.244
C -5.1518 1.1235 0.7236 -0.232 0.055 -0.031
Cl -4.0056 0.8523 2.0467 -0.056 -0.135 0.029
Cl -6.7348 1.5875 1.3581 0.220 -0.094 -0.087
Cl -4.5284 2.3636 -0.3730 -0.144 -0.071 -0.065
H -5.2642 0.1955 0.1666 0.068 0.143 0.106
C -0.5510 -4.4429 -5.3181 0.051 -0.068 0.100
Cl -1.4931 -2.9482 -5.4173 0.062 -0.233 -0.404
Cl 1.0939 -4.1821 -5.9156 -0.306 -0.068 0.153
Cl -0.5141 -5.0476 -3.6569 -0.172 0.438 -0.285
H -1.0310 -5.1915 -5.9449 0.052 0.157 0.102
C 0.5292 4.8276 -4.0400 0.072 -0.092 -0.032
Cl 2.2162 4.7981 -3.5099 -0.209 -0.230 -0.078
Cl 0.2039 3.4923 -5.1516 0.062 0.459 -0.116
Cl -0.5668 4.7457 -2.6527 0.272 0.092 -0.410
H 0.3520 5.7655 -4.5623 0.005 -0.152 0.114
C 0.7601 -3.7196 -9.6115 0.065 0.020 -0.148
Cl 1.7448 -2.7315 -10.6982 -0.136 -0.532 -0.223
Cl -0.9504 -3.2907 -9.7575 0.108 0.018 0.120
Cl 0.9997 -5.4407 -9.9434 -0.007 0.113 0.108
H 1.0756 -3.5213 -8.5896 -0.084 -0.012 -0.179
C -6.3092 -2.0264 -4.3243 0.024 0.117 0.006
Cl -7.2470 -0.5307 -4.4322 0.080 -0.141 -0.008
Cl -4.6671 -1.7746 -4.9309 -0.316 -0.178 -0.098
Cl -6.2726 -2.6186 -2.6565 -0.014 -0.010 -0.077
H -6.7917 -2.7786 -4.9441 0.093 0.133 0.126
C -3.6956 0.4011 -8.1022 -0.028 0.003 -0.040
Cl -2.5217 0.4907 -6.7792 -0.256 -0.048 -0.361
Cl -4.2195 -1.2689 -8.3623 0.102 0.114 -0.109
Cl -5.0848 1.4451 -7.7720 0.132 -0.082 -0.031
H -3.2125 0.7516 -9.0115 -0.087 -0.067 0.166
C 4.8445 -3.9164 -4.8455 -0.083 -0.110 0.057
Cl 4.1058 -3.5542 -6.4116 0.420 -0.085 0.056
Cl 4.3930 -2.6937 -3.6485 0.047 -0.047 -0.087
Cl 4.3740 -5.5297 -4.2940 0.072 0.134 -0.048
H 5.9253 -3.8968 -4.9644 -0.207 0.010 0.003
C 0.5659 2.3045 8.7432 0.015 -0.180 0.123
Cl 1.4944 3.3899 7.6949 0.374 -0.375 0.780
Cl -1.1556 2.7048 8.6935 0.191 -0.076 0.140
Cl 0.8285 0.6212 8.2623 0.382 0.330 0.384
H 0.9155 2.4297 9.7657 -0.049 -0.011 -0.185
C 2.2016 8.7394 -2.6942 -0.070 -0.041 0.044
Cl 3.0910 7.5670 -1.7099 0.029 0.226 0.032
Cl 1.8389 8.0664 -4.2904 0.103 0.341 0.189
Cl 0.7134 9.2338 -1.8768 0.145 -0.031 -0.091
H 2.8276 9.6186 -2.8279 -0.107 -0.175 0.017
C 2.1953 0.4320 -8.5735 -0.208 -0.057 -0.123
Cl 2.6654 -1.1920 -8.0450 0.067 0.464 0.259
Cl 1.0407 0.3432 -9.9116 0.093 0.291 0.195
Cl 1.5100 1.3512 -7.2260 0.172 -0.097 -0.119
H 3.0861 0.9487 -8.9233 -0.155 -0.111 0.083
C -5.5157 5.4760 -2.1660 -0.115 0.064 -0.059
Cl -5.8624 4.9091 -3.8050 0.039 -0.014 0.171
Cl -3.7700 5.5056 -1.8749 -0.134 -0.032 0.027
Cl -6.2176 7.0772 -1.8994 0.063 -0.171 0.016
H -5.9683 4.7821 -1.4609 0.092 0.124 -0.117
C -6.0389 -3.9302 4.8206 -0.163 -0.052 -0.002
Cl -5.7180 -2.2977 4.2165 0.080 -0.068 0.045
Cl -7.1352 -3.8755 6.2074 0.153 -0.005 -0.090
Cl -6.7088 -4.9468 3.5380 0.124 0.076 0.116
H -5.0976 -4.3661 5.1456 -0.195 0.061 -0.093
C -2.2087 -2.0116 7.9063 -0.205 -0.099 0.398
Cl -1.0278 -2.4195 9.1588 -0.039 0.009 -0.145
Cl -3.7747 -1.6261 8.6291 0.164 -0.022 -0.143
Cl -1.6287 -0.6583 6.9217 -0.455 -0.208 -0.351
H -2.3335 -2.8767 7.2585 0.144 0.434 0.357
C 8.8562 -6.5898 8.1224 0.052 -0.061 0.026
Cl 8.4054 -8.2855 7.8970 -0.014 0.151 0.005
Cl 9.5512 -6.3392 9.7294 -0.099 0.024 -0.130
Cl 9.9905 -6.0752 6.8666 -0.092 -0.025 0.102
H 7.9575 -5.9832 8.0401 0.179 -0.113 -0.005
C -0.0555 8.9863 -7.5875 -0.172 0.168 -0.008
Cl 0.4151 7.3606 -7.0666 -0.013 -0.063 -0.214
Cl -1.1902 8.9000 -8.9404 0.168 -0.004 0.129
Cl -0.7600 9.8913 -6.2411 0.096 -0.067 -0.118
H 0.8373 9.5096 -7.9221 -0.145 -0.129 0.072
C -0.2252 -8.8486 -2.1037 0.042 -0.131 -0.080
Cl 0.7451 -7.8576 -3.2020 0.121 -0.428 0.238
Cl -1.9394 -8.4326 -2.2421 0.121 0.015 0.054
Cl 0.0257 -10.5685 -2.4300 -0.019 0.157 0.082
H 0.0953 -8.6435 -1.0849 -0.061 -0.037 -0.194
```
Positions in Å, forces in eV/Å.

Computed properties:
LUMO energy ... -0.1643 Eh
Orbital gap ... 6.42 eV
HOMO level ... -10.89 eV
Total charge ... +1

Atom charges from the Löwdin analysis, given in e for atoms 1 to 6:
1. N -0.041
2. C -0.258
3. C -0.187
4. C -0.165
5. C -0.250
6. C -0.127

Entry from the Open Molecules 2025 dataset: a molecular structure, C28H36CoN6O2S (ωB97M-V with the def2-TZVPD basis set).

```
74
Properties=species:S:1:pos:R:3:forces:R:3
Co 0.7085 1.5812 -0.2437 1.019 0.078 0.895
C 3.4976 -3.7622 -3.6821 -0.092 -0.087 0.037
C 2.7827 -2.5584 -3.2063 -0.091 -0.349 -0.435
C 1.6618 -2.0893 -3.9022 -0.588 0.432 -0.128
C 0.9331 -0.9652 -3.4931 -0.663 -0.403 -1.097
C -0.1704 -0.5435 -4.2668 0.956 -1.297 -0.034
N -0.8852 0.5468 -4.0877 -0.571 1.299 0.710
C -2.0455 0.8784 -4.8760 -0.355 0.344 -0.296
C -3.2508 1.2249 -3.9963 0.135 -0.223 -0.158
C -3.5894 0.1297 -2.9710 -0.463 -0.264 -0.853
N -3.0516 0.4647 -1.6779 -0.489 0.070 1.747
C -3.7102 0.4634 -0.5448 0.458 -0.175 -1.702
C -3.1864 0.9421 0.6810 0.287 0.291 1.319
C -3.9494 0.8278 1.8510 0.460 0.013 -1.108
C -3.5162 1.3142 3.0900 0.391 0.146 0.117
C -4.3334 1.1018 4.3052 -0.287 0.110 0.239
C -2.3049 2.0064 3.1438 0.177 -0.066 -0.682
C -1.4757 2.1104 2.0221 -0.478 -0.605 0.233
C -0.2687 2.8719 2.0603 1.225 0.459 -0.344
N 0.6907 2.8111 1.1865 -1.156 0.119 1.073
C 1.7331 3.8238 1.3124 0.644 0.599 -0.002
C 2.8184 3.6548 0.2607 -0.091 -0.301 0.174
C 3.4487 2.2694 0.3480 0.473 0.402 0.276
N 2.5600 1.2812 -0.2453 1.023 -1.126 -0.465
C 3.1238 0.2038 -0.7153 -0.053 1.260 0.588
C 2.5401 -0.7059 -1.6395 -0.514 -0.669 -0.646
C 3.2318 -1.8352 -2.0993 0.330 0.831 1.207
C 1.3219 -0.3001 -2.2742 0.750 0.343 0.928
O 0.6126 0.6560 -1.8044 -0.347 -1.072 -1.529
C -1.8754 1.5469 0.7641 0.266 -0.057 -0.485
O -1.1163 1.6341 -0.2682 -2.062 -0.161 0.283
H 2.8570 -4.3864 -4.2997 -0.006 -0.038 -0.022
H 3.9014 -4.3446 -2.8565 0.042 -0.007 0.065
H 4.3508 -3.4694 -4.3012 0.085 0.120 -0.040
H 1.3558 -2.5991 -4.8025 -0.049 -0.113 -0.075
H -0.4527 -1.1709 -5.1034 -0.028 0.031 -0.025
H -0.5897 1.2135 -3.3780 0.025 -0.279 -0.322
H -2.2772 0.0259 -5.5181 0.014 0.060 0.040
H -1.8198 1.7328 -5.5234 -0.079 -0.127 -0.008
H -4.1058 1.3777 -4.6537 -0.029 0.070 0.042
H -3.0731 2.1681 -3.4763 -0.074 0.083 -0.017
H -3.1716 -0.8311 -3.2934 -0.045 0.079 0.113
H -4.6692 0.0086 -2.8756 0.082 -0.022 0.050
H -2.0852 0.7935 -1.6346 -0.034 -0.014 0.116
H -4.7319 0.0998 -0.5504 -0.059 -0.026 -0.173
H -4.9107 0.3369 1.7975 -0.134 -0.064 -0.020
H -4.9478 0.2092 4.2166 0.009 -0.071 0.073
H -5.0188 1.9417 4.4489 -0.027 0.053 0.010
H -3.7140 1.0414 5.1973 -0.016 -0.052 0.032
H -1.9908 2.4587 4.0732 0.041 0.034 0.130
H -0.1850 3.5942 2.8727 0.070 0.014 -0.011
H 2.1872 3.7583 2.3079 -0.097 0.004 -0.048
H 1.2778 4.8165 1.2192 0.011 -0.159 0.050
H 3.5815 4.4145 0.4232 -0.022 0.027 -0.029
H 2.4110 3.8010 -0.7459 0.065 0.106 0.031
H 3.6377 2.0091 1.3953 0.041 0.035 -0.020
H 4.4052 2.2593 -0.1846 -0.130 -0.001 0.144
H 4.1782 0.0475 -0.4989 0.078 0.066 0.012
H 4.1444 -2.1349 -1.6080 0.142 -0.008 0.050
S 0.0561 -0.7788 1.1107 -0.282 0.608 -0.155
C 0.6131 -1.7764 2.4064 -0.278 0.205 -0.531
N 0.6474 -3.0774 2.1820 0.041 -0.194 0.034
C 0.9824 -4.0591 3.1984 0.239 -0.343 0.422
C 1.9092 -3.4187 4.2203 -0.135 0.055 -0.035
C 1.2923 -2.1210 4.7246 0.124 -0.388 0.394
N 0.9316 -1.2806 3.5890 0.085 0.063 0.188
H 0.3608 -3.4142 1.2750 -0.025 0.273 0.027
H 1.4683 -4.9050 2.7113 -0.063 0.042 0.035
H 0.0663 -4.4200 3.6759 0.060 -0.003 -0.048
H 2.8759 -3.2121 3.7603 0.047 -0.009 0.014
H 2.0683 -4.1025 5.0506 0.022 0.017 0.028
H 2.0006 -1.5766 5.3497 -0.079 0.005 -0.049
H 0.3960 -2.3265 5.3194 0.103 0.025 -0.006
H 0.8515 -0.2881 3.7483 -0.031 -0.101 -0.329
```
Positions in Å, forces in eV/Å.

Computed properties:
LUMO energy (alpha / beta) ... -0.3323 / -0.4262 Eh
Orbital gap (alpha / beta) ... 4.38 / 4.55 eV
<S²> ... 6.066
2S+1 ... 5
HOMO level (alpha / beta) ... -13.42 / -16.15 eV
Total charge ... +3
Relative energy (zero: lowest compared OMol25 entry of this formula, charge and spin) ... 0.0 kJ/mol

Atom charges from the Löwdin analysis, given in e for atoms 1 to 6:
1. Co 0.541
2. C 0.007
3. C -0.195
4. C 0.050
5. C -0.094
6. C -0.034

Entry from the Open Molecules 2025 dataset: a molecular structure, C28H36LaP2Si (ωB97M-V with the def2-TZVPD basis set).

```
68
Properties=species:S:1:pos:R:3:forces:R:3
C 1.1574 2.6342 2.2976 -1.205 -0.177 0.899
C 1.2070 3.2967 1.0618 0.250 0.252 0.012
C -0.0811 3.2714 0.4798 -1.284 -0.120 -0.174
H 2.0137 3.9551 0.7297 -0.123 -0.634 -0.073
C -0.9712 2.5772 1.3625 -0.037 0.206 0.367
C -0.1978 2.1813 2.5137 -0.058 0.454 -0.023
H -0.6196 1.7995 3.4699 0.520 0.202 -0.938
H 1.9144 2.6648 3.0966 -0.279 -0.250 -0.760
H -0.4154 3.8167 -0.4138 0.344 -0.345 0.475
H -2.0670 2.4313 1.2258 1.055 0.255 0.119
La 0.3381 0.5232 0.3396 1.441 0.609 1.064
C -1.1077 -3.2729 -2.5832 0.220 -1.446 0.896
H 0.4589 1.9946 -1.3368 0.082 -0.381 -2.029
H -1.7791 -3.8847 -1.9657 -0.151 0.499 0.080
H -0.7852 -2.3639 -2.0362 -0.364 -0.355 -0.889
Si 0.3612 1.2347 -2.8495 -1.727 -2.868 -1.374
C 1.4831 -0.0093 -4.0537 0.670 0.883 0.830
C 2.4266 1.0002 -4.2538 1.108 -0.308 -0.795
H 2.2333 1.9975 -3.8281 0.470 -0.229 -0.225
C 3.5795 0.8237 -5.0331 -0.361 -0.306 -0.097
H 4.2148 1.6771 -5.1655 0.453 0.149 -0.102
C 3.8359 -0.3951 -5.6585 -0.461 0.593 0.422
H 4.7288 -0.5073 -6.2723 -0.259 -0.117 0.157
C 2.8875 -1.4198 -5.5281 -0.440 0.496 0.229
H 3.0624 -2.3345 -6.0897 -0.247 0.012 0.243
C 1.7182 -1.2531 -4.7593 -0.094 0.697 0.521
H 0.9982 -2.0809 -4.7679 0.229 0.459 0.311
C -1.1416 1.3931 -4.0573 -0.589 -0.306 -0.033
C -0.9214 1.4857 -5.4743 0.111 0.672 0.622
H -0.0228 1.0577 -5.9376 -0.097 0.653 0.411
C -1.8494 2.1510 -6.2858 -0.221 -0.506 0.497
H -1.5888 2.4064 -7.3143 -0.153 -0.326 0.233
C -3.1030 2.5039 -5.7631 0.425 0.170 0.184
H -3.8005 3.0658 -6.3841 0.101 -0.186 0.214
C -3.4399 2.1335 -4.4580 0.167 -0.337 -0.258
H -4.4426 2.3635 -4.0891 0.307 -0.300 -0.054
C -2.4896 1.5025 -3.6319 0.164 0.938 -0.304
H -2.8070 1.1133 -2.6598 0.293 0.527 -0.077
H -0.2887 -3.9766 -2.7235 0.572 0.316 0.140
H -1.5527 -3.2409 -3.5631 -0.270 1.016 -0.231
C 3.1215 0.0557 4.0713 0.346 0.218 -0.081
P 1.6722 -0.5961 3.1841 -0.265 -0.362 0.853
C 2.1493 -2.3629 3.0669 0.124 -0.184 0.014
C 0.4514 -0.7601 4.5999 -0.501 -0.032 -0.742
C 0.8032 -0.8351 5.9471 -0.044 0.028 0.199
C -0.1782 -1.0528 6.9279 0.196 0.073 -0.371
C -1.5053 -1.2388 6.5483 -0.020 0.011 -0.176
C -1.8647 -1.2058 5.1946 0.295 0.147 0.199
C -0.9025 -0.9410 4.2213 0.848 0.230 -0.150
P -1.2762 -0.8703 2.4049 -0.738 -0.379 1.047
C -2.9922 -0.2760 2.4274 -0.426 0.113 -0.114
C -1.5570 -2.6421 2.0953 -0.110 -0.302 -0.265
H 3.9092 0.2351 3.3294 -0.052 0.005 0.257
H 3.4913 -0.6541 4.8234 -0.079 0.182 -0.229
H 2.8740 1.0042 4.5609 0.089 -0.170 -0.113
H 2.1160 -2.8330 4.0601 0.099 0.071 -0.335
H 1.4699 -2.8924 2.3906 0.209 -0.013 0.134
H 3.1685 -2.4147 2.6655 -0.193 -0.128 0.014
H 1.8464 -0.7221 6.2556 -0.399 0.000 -0.083
H 0.1094 -1.0734 7.9817 -0.133 -0.021 -0.367
H -2.2740 -1.4024 7.3041 0.225 0.000 -0.210
H -2.8968 -1.3699 4.9118 -0.010 0.031 0.079
H -3.0736 0.6412 3.0233 0.004 -0.167 -0.181
H -3.3150 -0.0675 1.3974 -0.045 -0.083 0.321
H -3.6311 -1.0571 2.8633 0.007 0.362 -0.169
H -2.4437 -2.9500 2.6649 0.261 -0.135 -0.189
H -0.6934 -3.2321 2.4173 -0.196 0.064 -0.086
H -1.7250 -2.8031 1.0217 -0.057 -0.120 0.255
```
Positions in Å, forces in eV/Å.

Computed properties:
LUMO energy (alpha / beta) ... -0.1286 / -0.1374 Eh
Orbital gap (alpha / beta) ... 4.78 / 5.22 eV
HOMO level (alpha / beta) ... -8.28 / -8.96 eV
Total charge ... +1
Relative energy (zero: lowest compared OMol25 entry of this formula, charge and spin) ... 389.3 kJ/mol

Atom charges from the natural (NBO) analysis, given in e for atoms 1 to 6:
1. C -0.307
2. C -0.312
3. C -0.360
4. H 0.253
5. C -0.453
6. C -0.399

Number 1: F_max 0.1201 Eh/bohr. Number 2: F_max 0.0406 Eh/bohr. Number 3: F_max 0.0704 Eh/bohr.